No. 1
The following is a quantum chemistry calculation of a molecular structure, C14H36BrN2O3PtSSi, from the OMol25 dataset.

Computed properties:
**LUMO level (spin up / spin down)**: -3.7 / -4.3 eV
**Total energy**: -116225.817 eV
**HOMO (spin up / spin down)**: -10.977 / -11.154 eV
**Multiplicity**: 3
**Gap between HOMO and LUMO (spin up / spin down)**: 7.30 / 6.90 eV
**Maximum force**: 0.006 hartree/bohr
**Total charge**: +1

Structure (XYZ):
```
59
Properties=species:S:1:pos:R:3:mulliken_spin:R:1
Pt -1.289 -2.276 -0.608 1.344
C 1.590 -1.536 -2.596 -0.008
C 0.994 -0.214 -2.150 -0.013
C 2.075 0.818 -1.868 0.018
C -0.011 0.296 -3.166 0.002
O 0.222 -0.410 -0.914 0.030
Si 0.784 -0.610 0.641 -0.051
S -0.958 -1.510 1.469 0.426
O 2.038 -1.624 0.561 0.057
C 3.107 -1.930 1.498 -0.002
C 4.146 -0.825 1.421 0.002
C 2.525 -2.060 2.897 0.012
C 3.684 -3.252 1.026 0.000
O 1.264 0.735 1.402 0.004
C 0.590 1.888 1.947 0.006
C 0.183 1.565 3.375 0.007
C 1.606 3.017 1.906 0.001
C -0.628 2.238 1.098 -0.012
H 2.104 -1.395 -3.548 -0.001
H 0.807 -2.284 -2.741 0.008
H 2.300 -1.918 -1.865 -0.002
H 2.640 1.016 -2.780 0.001
H 2.775 0.459 -1.112 -0.002
H 1.641 1.757 -1.521 -0.003
H 0.457 0.403 -4.145 -0.001
H -0.393 1.276 -2.868 0.001
H -0.839 -0.409 -3.258 0.000
H 3.715 0.139 1.694 0.000
H 4.551 -0.755 0.410 0.000
H 4.972 -1.037 2.102 0.000
H 2.086 -1.117 3.231 -0.003
H 3.306 -2.332 3.608 0.000
H 1.757 -2.835 2.920 -0.005
H 4.043 -3.164 0.000 0.000
H 2.927 -4.036 1.062 0.000
H 4.522 -3.549 1.658 0.000
H 1.062 1.353 3.984 0.000
H -0.475 0.695 3.404 -0.001
H -0.345 2.408 3.824 0.000
H 2.503 2.734 2.456 0.000
H 1.193 3.920 2.358 0.000
H 1.890 3.242 0.877 0.000
H -1.423 1.501 1.242 0.005
H -0.364 2.269 0.039 0.003
H -1.018 3.216 1.383 0.001
N -6.785 0.708 -1.562 0.000
C -5.380 1.142 -1.165 0.001
C -4.407 0.031 -1.543 -0.001
N -3.042 0.265 -1.191 0.004
H -7.488 1.419 -1.355 0.000
H -7.052 -0.147 -1.071 0.000
H -6.831 0.506 -2.563 0.000
H -5.411 1.327 -0.093 0.000
H -5.187 2.079 -1.685 0.000
H -4.458 -0.139 -2.623 0.002
H -4.735 -0.902 -1.068 -0.003
H -2.852 0.420 -0.211 0.013
H -2.548 0.936 -1.759 0.003
Br -2.137 -3.511 -2.465 0.158
```

No. 2
The following is a quantum chemistry calculation of C5H8O in the gas phase, from the OMol25 dataset.

Computed properties:
**LUMO level**: 1.1 eV
**Total energy**: -7361.231 eV
**HOMO**: -9.165 eV
**Gap between HOMO and LUMO**: 10.27 eV
**Maximum force**: 0.006 hartree/bohr
**SMILES string**: C[C@@H]1C=CCO1
**Total charge**: 0

Structure (XYZ):
```
14
Properties=species:S:1:pos:R:3:nbo_charge:R:1
C -0.603 -1.542 0.641 -0.626
C 0.454 -0.762 -0.139 0.063
O -0.114 -0.194 -1.317 -0.520
C -0.385 1.177 -1.087 -0.100
C 0.465 1.541 0.101 -0.216
C 0.963 0.432 0.632 -0.214
H -1.422 -0.873 0.928 0.208
H -1.019 -2.346 0.026 0.218
H -0.181 -1.978 1.554 0.208
H 1.261 -1.439 -0.452 0.184
H -0.147 1.745 -1.993 0.188
H -1.455 1.331 -0.872 0.171
H 0.593 2.556 0.462 0.218
H 1.588 0.351 1.515 0.218
```

No. 3
The following is a quantum chemistry calculation of a molecular structure, C2H2N2O2S at a distorted geometry, from the OMol25 dataset.

Computed properties:
**LUMO level (spin up / spin down)**: -0.9 / -0.9 eV
**Total energy**: -20013.095 eV
**HOMO (spin up / spin down)**: -8.568 / -8.572 eV
**Gap between HOMO and LUMO (spin up / spin down)**: 7.71 / 7.72 eV
**Maximum force**: 0.078 hartree/bohr
**Total charge**: 0

Structure (XYZ):
```
9
Properties=species:S:1:pos:R:3:nbo_charge:R:1
C -1.996 -0.334 -0.066 0.396
C 0.258 0.572 -0.203 0.394
N -3.121 -0.340 -0.317 -0.308
N -0.715 -0.319 0.229 -0.650
O 1.179 1.028 0.617 -0.618
O 2.642 -1.106 0.120 -0.874
S 2.496 0.235 -0.494 1.025
H -0.126 1.185 -0.991 0.183
H -0.617 -0.921 1.106 0.452
```

No. 4
The following is a quantum chemistry calculation of a molecular structure, C8H16Cl8 at a distorted geometry, from the OMol25 dataset.

Computed properties:
**LUMO level**: 0.2 eV
**Total energy**: -108725.160 eV
**HOMO**: -8.964 eV
**Gap between HOMO and LUMO**: 9.12 eV
**Maximum force**: 0.166 hartree/bohr
**Total charge**: 0

Structure (XYZ):
```
32
Properties=species:S:1:pos:R:3:nbo_charge:R:1
Cl 9.655 9.718 -24.123 -0.059
C 9.291 9.200 -22.513 -0.444
C 9.333 7.639 -22.458 -0.449
Cl 7.979 6.847 -23.226 -0.075
H 8.267 9.446 -22.233 0.213
H 9.983 9.699 -21.835 0.250
H 9.326 7.351 -21.406 0.223
H 10.231 7.175 -22.868 0.226
Cl 12.008 9.889 -20.594 -0.007
C 11.218 10.613 -19.201 -0.450
C 9.869 9.969 -18.846 -0.456
Cl 8.742 9.967 -20.220 -0.053
H 11.103 11.687 -19.341 0.226
H 11.924 10.554 -18.372 0.217
H 9.305 10.616 -18.174 0.228
H 9.919 8.950 -18.460 0.247
Cl 11.804 8.032 -22.045 0.024
C 12.289 6.915 -20.753 -0.402
C 11.702 7.353 -19.397 -0.440
Cl 9.903 7.208 -19.574 -0.010
H 13.368 6.768 -20.707 0.230
H 11.830 5.953 -20.979 0.222
H 12.055 8.369 -19.219 0.233
H 12.022 6.697 -18.587 0.201
Cl 12.372 8.974 -17.793 0.030
C 11.975 7.650 -16.681 -0.424
C 10.569 7.064 -16.884 -0.402
Cl 9.345 8.399 -16.675 -0.042
H 12.005 8.095 -15.686 0.245
H 12.819 6.969 -16.797 0.229
H 10.435 6.234 -16.191 0.238
H 10.489 6.732 -17.919 0.229
```

No. 5
The following is a quantum chemistry calculation of 2 unconnected molecules or ions with the total composition C5H12O at a distorted geometry, from the OMol25 dataset.

Computed properties:
**LUMO level**: 0.9 eV
**Total energy**: -7424.910 eV
**HOMO**: -8.988 eV
**Gap between HOMO and LUMO**: 9.88 eV
**Maximum force**: 0.022 hartree/bohr
**SMILES string**: C=C(C)CCO.[H][H]
**Total charge**: 0

Structure (XYZ):
```
18
Properties=species:S:1:pos:R:3:nbo_charge:R:1
C 1.784 0.450 -0.575 -0.663
C 0.298 0.666 -0.472 0.074
C -0.300 1.659 -1.136 -0.447
C -0.499 -0.213 0.472 -0.475
C -0.026 -1.631 0.803 -0.055
O -0.927 -2.091 1.798 -0.721
H 2.075 -0.606 -0.526 0.213
H 2.259 0.967 0.265 0.228
H 2.186 0.862 -1.506 0.223
H 0.105 -0.979 -2.180 -0.056
H 0.256 2.304 -1.814 0.197
H -1.373 1.820 -1.064 0.199
H -0.142 -0.264 -2.166 0.038
H -0.529 0.321 1.427 0.231
H -1.536 -0.287 0.125 0.224
H 1.005 -1.627 1.189 0.156
H -0.043 -2.297 -0.075 0.163
H -0.664 -2.979 2.067 0.470
```

No. 6
The following is a quantum chemistry calculation of a molecular structure, C15H35AgFN5O5 at a distorted geometry, from the OMol25 dataset.

Computed properties:
**LUMO level**: 0.4 eV
**Total energy**: -40527.076 eV
**HOMO**: -8.625 eV
**Gap between HOMO and LUMO**: 9.02 eV
**Maximum force**: 0.037 hartree/bohr
**Total charge**: 0

Structure (XYZ):
```
62
Properties=species:S:1:pos:R:3:nbo_charge:R:1
Ag 1.231 -0.188 -0.248 0.911
F 2.214 -0.510 -2.243 -0.933
C 0.175 -3.212 1.641 0.552
O 0.567 -2.256 1.011 -0.658
N 0.520 -3.518 2.901 -0.425
C -0.099 -4.629 3.596 -0.404
C 1.481 -2.718 3.607 -0.425
H -0.532 -3.941 1.222 0.120
H -0.479 -4.365 4.582 0.204
H 0.577 -5.480 3.682 0.197
H -0.975 -4.963 3.038 0.214
H 1.331 -2.678 4.687 0.204
H 2.514 -3.066 3.497 0.200
H 1.440 -1.695 3.230 0.233
C -1.614 0.641 1.572 0.560
O -0.683 0.455 0.813 -0.705
N -1.588 1.488 2.608 -0.412
C -2.664 1.578 3.565 -0.409
C -0.484 2.388 2.843 -0.444
H -2.561 0.093 1.522 0.141
H -2.996 2.615 3.686 0.201
H -2.329 1.240 4.548 0.195
H -3.589 1.075 3.282 0.221
H -0.833 3.418 2.929 0.198
H 0.239 2.170 3.631 0.204
H 0.127 2.323 1.937 0.262
C -2.680 2.719 -1.490 0.543
O -3.884 2.721 -1.349 -0.625
N -1.901 2.164 -2.429 -0.433
C -0.466 2.102 -2.248 -0.413
C -2.466 1.505 -3.577 -0.420
H -2.068 3.243 -0.731 0.088
H 0.042 2.664 -3.039 0.191
H -0.061 1.090 -2.343 0.221
H -0.149 2.554 -1.311 0.217
H -2.231 2.007 -4.527 0.190
H -2.016 0.525 -3.732 0.198
H -3.549 1.460 -3.519 0.240
C 3.439 1.721 1.235 0.541
O 2.212 1.722 1.165 -0.690
N 4.236 1.919 0.159 -0.408
C 5.688 2.009 0.270 -0.409
C 3.730 2.039 -1.183 -0.426
H 4.018 1.612 2.162 0.120
H 6.028 2.309 1.256 0.210
H 5.968 2.800 -0.431 0.204
H 6.195 1.124 -0.115 0.205
H 2.658 1.943 -1.285 0.243
H 4.000 3.006 -1.632 0.186
H 4.207 1.337 -1.870 0.232
C -2.189 -1.857 -1.585 0.525
O -3.306 -2.024 -1.123 -0.648
N -1.867 -2.047 -2.885 -0.435
C -0.529 -1.769 -3.385 -0.410
C -2.825 -2.538 -3.842 -0.423
H -1.351 -1.510 -0.959 0.132
H 0.043 -1.338 -2.566 0.242
H -0.614 -0.972 -4.128 0.182
H 0.023 -2.607 -3.803 0.203
H -3.121 -1.741 -4.538 0.188
H -2.436 -3.381 -4.409 0.197
H -3.767 -2.777 -3.352 0.240
```

No. 7
The following is a quantum chemistry calculation of a molecular structure, C54H39BCl5F2N7NaO4S, from the OMol25 dataset.

Computed properties:
**LUMO level (spin up / spin down)**: 1.5 / 1.5 eV
**Total energy**: -159232.797 eV
**HOMO (spin up / spin down)**: -1.708 / -1.778 eV
**Gap between HOMO and LUMO (spin up / spin down)**: 3.24 / 3.31 eV
**Maximum force**: 0.015 hartree/bohr
**Total charge**: -1

Structure (XYZ):
```
114
Properties=species:S:1:pos:R:3:lowdin_charge:R:1
Na -1.333 -0.465 0.881 0.173
Cl -2.802 0.308 3.209 0.671
C -1.941 1.862 3.161 -0.924
Cl -0.191 1.646 3.359 0.563
H -2.303 2.473 3.975 0.021
H -2.123 2.306 2.188 0.016
F -6.411 -1.864 -3.206 0.017
C -5.163 -2.164 -2.741 -0.291
C -4.874 -1.987 -1.434 0.003
C -3.574 -2.335 -0.929 -0.035
C -2.566 -2.755 -1.888 -0.081
C -2.980 -2.950 -3.200 -0.237
F -2.066 -3.362 -4.123 0.038
C -4.243 -2.677 -3.678 0.028
C -1.149 -2.882 -1.551 -0.196
C -0.393 -4.006 -1.943 -0.012
C 0.955 -4.064 -1.666 -0.074
C 1.565 -2.985 -1.030 -0.085
C 0.758 -1.915 -0.681 -0.155
N -0.558 -1.858 -0.887 0.126
H -5.646 -1.624 -0.763 0.121
H -4.494 -2.802 -4.722 0.108
H -0.893 -4.825 -2.440 0.114
H 1.534 -4.939 -1.944 0.101
H 2.627 -2.966 -0.821 0.081
H 1.199 -1.029 -0.226 0.092
C -0.287 8.834 -9.360 -0.094
O -1.499 8.264 -8.902 -0.088
C -1.419 7.425 -7.831 -0.294
C -0.225 6.993 -7.269 -0.018
C -0.249 6.133 -6.177 -0.018
C -1.444 5.690 -5.631 -0.153
C -2.632 6.129 -6.216 -0.028
C -2.625 6.985 -7.303 -0.008
C -1.416 4.790 -4.466 -0.288
N -0.336 4.413 -3.830 0.183
C -0.775 3.577 -2.824 -0.166
C -2.137 3.458 -2.858 -0.134
N -2.537 4.241 -3.912 0.172
C -2.905 2.672 -1.933 -0.107
C -4.276 2.569 -1.930 -0.047
C -4.915 1.772 -0.969 -0.086
C -4.111 1.093 -0.062 -0.172
N -2.786 1.160 -0.026 0.060
C -2.137 1.965 -0.949 -0.152
C -0.727 2.070 -0.890 -0.151
N -0.053 1.374 0.103 0.048
C 1.270 1.515 0.168 -0.227
C 2.039 2.275 -0.690 -0.135
C 1.373 2.977 -1.722 -0.035
C 0.007 2.885 -1.820 -0.104
H -0.555 9.552 -10.129 0.088
H 0.374 8.078 -9.792 0.092
H 0.241 9.348 -8.554 0.093
H 0.726 7.308 -7.672 0.099
H 0.674 5.787 -5.728 0.113
H -3.589 5.805 -5.822 0.104
H -3.548 7.326 -7.756 0.117
H -3.480 4.360 -4.233 0.140
H -4.863 3.098 -2.677 0.097
H -5.989 1.655 -0.944 0.087
H -4.573 0.434 0.670 0.091
H 1.751 0.973 0.985 0.055
H 3.117 2.326 -0.577 0.013
H 1.911 3.594 -2.433 0.101
O -4.396 -2.053 1.501 0.128
B -3.410 -2.464 0.538 -0.554
O -2.389 -3.193 1.236 0.155
C -2.844 -3.341 2.513 -0.222
C -2.282 -4.056 3.542 -0.015
C -2.952 -4.047 4.770 -0.106
C -4.138 -3.344 4.937 -0.107
C -4.709 -2.630 3.877 -0.018
C -4.043 -2.653 2.674 -0.250
H -1.348 -4.590 3.406 0.116
H -2.533 -4.596 5.605 0.093
H -4.630 -3.349 5.902 0.091
H -5.634 -2.078 3.986 0.116
Cl 4.643 0.672 -1.264 0.747
C 4.481 -0.308 0.155 -0.624
C 3.848 0.195 1.274 -0.096
C 3.730 -0.608 2.399 0.007
C 4.222 -1.909 2.425 -0.189
C 4.066 -2.767 3.664 -0.307
C 2.828 -3.655 3.605 -0.057
N 1.617 -2.869 3.680 -0.060
C 1.009 -2.386 4.822 -0.054
C -0.069 -1.677 4.389 -0.165
N -0.166 -1.741 3.016 0.075
C 0.851 -2.471 2.628 -0.139
O 3.936 -1.967 4.822 -0.121
C 5.179 -1.512 5.338 -0.149
C 6.031 -2.637 5.857 -0.326
C 5.717 -3.381 6.947 -0.982
Cl 4.352 -3.175 7.961 0.676
S 6.854 -4.621 7.254 0.998
C 7.795 -4.155 5.905 -0.413
C 7.244 -3.101 5.257 -0.146
C 4.841 -2.380 1.276 -0.584
Cl 5.478 -4.006 1.221 0.708
C 4.986 -1.597 0.144 -0.138
H 3.446 1.200 1.262 0.089
H 3.225 -0.233 3.282 0.135
H 4.934 -3.423 3.757 0.117
H 2.856 -4.361 4.433 0.139
H 2.827 -4.212 2.670 0.128
H 1.427 -2.552 5.802 0.114
H -0.799 -1.142 4.977 0.086
H 1.084 -2.748 1.608 0.117
H 4.923 -0.822 6.139 0.131
H 5.731 -0.958 4.572 0.132
H 8.699 -4.697 5.666 0.068
H 7.677 -2.653 4.369 0.119
H 5.469 -1.992 -0.739 0.107
```

No. 8
The following is a quantum chemistry calculation of 33 unconnected molecules or ions with the total composition H66O33 at a distorted geometry, from the OMol25 dataset.

Computed properties:
**LUMO level**: 0.2 eV
**Total energy**: -68644.249 eV
**HOMO**: -10.613 eV
**Gap between HOMO and LUMO**: 10.78 eV
**Maximum force**: 0.053 hartree/bohr
**Total charge**: 0

Structure (XYZ):
```
99
Properties=species:S:1:pos:R:3:lowdin_charge:R:1
O 3.247 -1.176 -3.811 -0.031
H 3.528 -0.319 -3.536 -0.019
H 3.785 -1.495 -4.553 0.065
O -2.709 2.765 2.407 -0.108
H -2.787 2.071 1.691 0.029
H -1.706 2.916 2.382 0.055
O 4.020 2.511 -5.913 -0.048
H 4.296 3.417 -6.111 0.055
H 4.328 2.329 -5.034 -0.003
O -2.700 0.468 0.727 -0.059
H -2.772 -0.361 1.210 0.027
H -1.814 0.361 0.315 0.002
O 3.791 0.490 3.948 -0.093
H 4.549 0.678 3.377 0.035
H 3.066 0.224 3.297 0.017
O -2.879 -2.524 2.502 -0.050
H -3.023 -2.020 3.288 -0.002
H -2.166 -2.060 2.093 -0.009
O -4.037 1.492 4.407 -0.038
H -3.593 1.941 3.630 0.035
H -4.895 1.820 4.481 0.029
O -0.427 -1.624 1.088 -0.056
H -0.436 -2.087 0.233 0.016
H 0.458 -1.677 1.530 0.042
O 2.773 2.880 2.174 -0.058
H 2.819 3.448 2.955 0.072
H 1.839 2.606 2.125 0.018
O 3.632 3.674 -0.266 -0.082
H 4.058 4.513 -0.115 0.038
H 3.562 3.216 0.629 0.034
O -0.988 -2.321 -1.600 -0.059
H -0.688 -2.358 -2.527 0.025
H -1.946 -2.200 -1.557 0.042
O 1.998 -1.158 5.974 -0.012
H 1.333 -1.779 6.229 0.034
H 2.716 -1.591 5.598 -0.009
O -3.400 -3.890 4.747 -0.080
H -4.170 -4.297 5.252 0.078
H -3.774 -3.833 3.865 0.009
O 0.018 2.727 1.637 -0.098
H 0.093 3.454 0.937 0.047
H -0.215 1.905 1.197 0.011
O -0.070 0.315 4.145 -0.015
H -0.896 0.069 4.499 -0.023
H 0.194 1.011 4.740 0.061
O -3.377 5.048 0.276 -0.037
H -3.410 5.286 1.191 0.024
H -2.919 5.791 -0.134 0.049
O -2.655 -0.651 4.670 -0.076
H -2.830 -1.233 5.385 0.029
H -3.354 0.093 4.634 0.032
O 1.833 -0.928 2.500 -0.052
H 2.034 -1.427 3.297 0.071
H 1.136 -0.329 2.766 0.028
O -3.035 2.596 -1.400 -0.010
H -3.497 2.973 -0.681 0.002
H -3.117 1.674 -1.263 0.012
O 1.027 2.348 -5.599 -0.051
H 0.974 3.234 -5.215 0.056
H 1.888 2.243 -6.027 0.024
O -2.083 -4.462 -3.893 -0.073
H -1.887 -3.676 -4.449 0.061
H -2.819 -4.065 -3.378 0.017
O 2.724 -0.792 -0.148 -0.046
H 2.520 -1.000 0.759 0.003
H 2.430 -1.572 -0.712 0.082
O 1.354 -3.654 -1.234 -0.079
H 1.423 -4.639 -1.381 0.072
H 0.407 -3.509 -1.371 -0.025
O 0.593 -2.490 -3.953 -0.075
H 1.116 -3.033 -3.376 0.000
H 0.929 -1.555 -3.714 0.070
O 0.776 4.310 -0.361 -0.067
H 1.647 3.874 -0.592 0.053
H 0.115 4.019 -0.985 -0.008
O -0.776 3.781 -2.637 -0.071
H -0.792 2.917 -3.101 0.034
H -1.688 3.807 -2.304 0.023
O -0.792 -5.735 -1.506 -0.054
H -1.100 -5.341 -2.325 -0.003
H -0.634 -6.686 -1.706 0.073
O 4.934 0.073 -1.331 -0.108
H 5.771 -0.105 -0.837 0.069
H 4.191 -0.459 -0.896 0.019
O 3.630 1.895 -2.995 -0.066
H 3.601 2.813 -2.718 0.038
H 4.334 1.403 -2.513 0.021
O -3.093 -4.524 0.508 -0.062
H -2.895 -3.871 1.221 0.011
H -2.213 -4.789 0.230 0.015
O -0.306 0.873 -0.365 -0.033
H -0.523 1.128 -1.270 0.047
H 0.154 0.048 -0.318 0.021
O 0.447 1.015 -3.138 -0.056
H 1.299 0.997 -2.690 0.030
H 0.688 1.388 -4.001 0.008
O -3.864 -2.954 -1.997 -0.082
H -3.692 -3.148 -1.039 0.040
H -4.633 -3.530 -2.174 0.073
```